Below is a 2-piece molecular cluster, C5H14NO overall, with properties calculated with ωB97M-V with the def2-TZVPD basis set.

Geometry as ORCA input:
```
! RIJCOSX wB97M-V def2-TZVPD def2/J DEFGRID3
* xyz -1 1
C -0.10 0.13 -3.00
C -1.04 0.76 -1.93
C -0.61 0.44 -0.47
C -1.63 0.75 0.66
H 0.92 0.54 -2.98
H -0.51 0.31 -4.05
H 0.02 -0.94 -2.83
H -2.08 0.30 -2.04
H -1.16 1.88 -2.13
H 0.35 1.00 -0.32
H -0.39 -0.65 -0.33
H -1.57 1.85 0.96
H -1.41 0.05 1.49
H -2.63 0.56 0.24
N 2.29 -1.54 2.89
C 1.24 -0.79 1.96
O 0.14 -1.43 1.58
H 3.27 -1.26 2.81
H 2.01 -1.66 3.87
H 1.06 0.21 2.57
H 1.85 -0.52 1.04
*
```

Values from the calculation:
E_HOMO: -2.63 eV
ΔE to the lowest compared entry with this formula, charge and spin: 94.9 kJ/mol

=====

Below is C32H44N7O4S2Si2Ti as an isolated structure, with properties calculated with ωB97M-V with the def2-TZVPD basis set.

Geometry as ORCA input:
```
! RIJCOSX wB97M-V def2-TZVPD def2/J DEFGRID3
* xyz -2 2
Ti 0.51 0.10 -0.01
C 3.52 -1.21 2.06
N 2.23 -0.90 2.66
C 1.61 -2.03 3.33
C 1.23 -3.19 2.42
N 0.13 -2.97 1.49
C 0.20 -3.94 0.40
C -1.16 -2.88 2.12
C -1.89 -4.03 2.42
C -3.15 -3.96 2.99
C -3.69 -2.71 3.29
C -2.96 -1.56 3.01
C -1.69 -1.61 2.41
S -0.84 -0.10 2.12
C 2.33 0.29 3.46
C 2.60 0.22 4.83
C 2.74 1.36 5.61
C 2.62 2.60 5.01
C 2.36 2.69 3.65
C 2.21 1.55 2.84
S 1.97 1.77 1.12
H 4.26 -1.52 2.81
H 3.89 -0.32 1.55
H 3.42 -2.00 1.31
H 0.72 -1.66 3.84
H 2.28 -2.46 4.10
H 1.00 -4.04 3.09
H 2.10 -3.48 1.83
H 0.28 -4.98 0.75
H 1.07 -3.71 -0.21
H -0.69 -3.85 -0.22
H -1.47 -5.00 2.20
H -3.71 -4.87 3.20
H -4.67 -2.63 3.74
H -3.36 -0.58 3.24
H 2.70 -0.75 5.30
H 2.94 1.27 6.67
H 2.72 3.51 5.60
H 2.27 3.66 3.17
O 5.00 2.49 -5.03
C 4.92 1.31 -4.62
O 5.59 0.30 -4.93
C 3.83 1.07 -3.55
C 3.04 2.11 -3.10
C 2.06 1.87 -2.15
N 1.84 0.66 -1.63
C 2.64 -0.34 -2.04
C 3.63 -0.18 -2.98
C 2.41 -1.60 -1.25
O 2.90 -2.68 -1.55
O 1.68 -1.37 -0.19
H 3.20 3.10 -3.51
H 1.43 2.66 -1.76
H 4.25 -1.02 -3.28
C -1.21 4.78 -0.73
Si -1.53 3.11 0.11
C -3.41 3.06 0.34
C -0.87 3.43 1.84
C -1.05 1.58 -0.84
Si -1.30 1.64 -2.66
C -0.40 0.31 -3.70
C -3.13 1.35 -3.10
C -0.87 3.21 -3.62
H -1.32 5.57 0.03
H -1.92 4.98 -1.53
H -0.20 4.86 -1.14
H -3.80 3.96 0.82
H -3.69 2.19 0.95
H -3.91 2.95 -0.63
H -1.55 4.13 2.35
H 0.13 3.87 1.80
H -0.80 2.52 2.44
H -1.85 0.90 -0.52
H -0.20 -0.61 -3.14
H 0.57 0.68 -4.04
H -0.97 0.07 -4.61
H -3.55 0.49 -2.57
H -3.27 1.19 -4.18
H -3.73 2.22 -2.82
H 0.08 3.65 -3.30
H -1.64 3.98 -3.51
H -0.78 2.97 -4.68
N -2.73 -2.25 -3.80
C -3.00 -3.05 -2.75
N -3.89 -4.07 -2.96
N -2.44 -2.98 -1.59
C -1.56 -2.03 -1.27
N -0.83 -1.25 -0.84
H -3.43 -2.13 -4.51
H -2.17 -1.43 -3.62
H -4.66 -3.87 -3.57
H -4.16 -4.51 -2.09
*
```

Values from the calculation:
E_HOMO (alpha / beta): -2.14 / -2.31 eV
ΔE to the lowest compared entry with this formula, charge and spin: 50.0 kJ/mol
⟨S²⟩: 0.755

=====

Below is C17H25N4O9P2Yb as an isolated structure, with properties calculated with ωB97M-V with the def2-TZVPD basis set.

Geometry as ORCA input:
```
! RIJCOSX wB97M-V def2-TZVPD def2/J DEFGRID3
* xyz 2 2
Yb -0.21 1.13 0.71
P -2.64 0.13 -0.60
C -2.27 0.48 -2.35
C -0.95 1.13 -2.68
N 0.05 1.12 -1.78
C 1.31 1.34 -2.25
C 1.53 1.88 -3.52
C 0.46 2.14 -4.35
C -0.82 1.77 -3.91
C 2.49 1.00 -1.34
P 2.55 -0.74 -0.75
H -1.70 1.89 -4.53
H 2.58 2.09 -3.83
H 0.59 2.59 -5.33
H 3.44 1.14 -1.89
H 2.55 1.68 -0.47
H -2.19 -0.48 -2.71
H -3.11 0.99 -2.81
H -0.90 -2.04 -2.44
O -1.81 -1.95 -3.02
H -1.77 -1.97 -3.98
H 1.30 -1.61 -0.92
O 0.06 -2.16 -1.49
H 0.34 -3.11 -1.59
C 3.50 -1.72 -1.93
H 4.51 -1.34 -2.13
H 3.54 -2.74 -1.51
H 2.88 -1.73 -2.85
C 3.44 -0.67 0.83
H 3.19 -1.57 1.41
H 4.54 -0.64 0.69
H 3.16 0.23 1.41
C -3.39 1.66 0.04
H -4.45 1.68 -0.25
H -3.35 1.67 1.14
H -2.90 2.57 -0.31
C -4.10 -0.95 -0.78
H -4.31 -1.41 0.19
H -4.97 -0.36 -1.10
H -3.89 -1.75 -1.51
O 1.98 1.75 7.82
N 1.15 0.92 7.37
O 0.65 0.01 8.06
C 0.81 1.03 5.97
C 1.41 2.00 5.17
C 1.01 2.13 3.84
C -0.25 1.51 3.47
O -1.06 2.01 2.62
C -0.49 0.22 4.10
C -0.10 0.09 5.44
N -0.85 -0.88 3.25
O -1.39 -1.90 3.69
O -0.44 -0.80 2.02
N 1.87 2.58 2.80
O 2.84 3.30 2.98
O 1.64 2.04 1.63
H 2.19 2.64 5.56
H -0.45 -0.75 6.02
*
```

Values from the calculation:
E_HOMO (alpha / beta): -14.44 / -14.44 eV
ΔE to the lowest compared entry with this formula, charge and spin: 0.0 kJ/mol
⟨S²⟩: 0.751

=====

Below is a 2-piece molecular cluster, C15H15BrFNO2 overall, with properties calculated with ωB97M-V with the def2-TZVPD basis set.

Geometry as ORCA input:
```
! RIJCOSX wB97M-V def2-TZVPD def2/J DEFGRID3
* xyz 0 1
C -3.56 2.70 0.58
C -2.44 1.84 1.14
O -1.29 2.11 0.30
C -0.17 1.55 0.79
O -0.05 1.13 1.91
C 0.75 1.21 -0.36
F 0.03 0.06 -0.56
C 2.21 1.22 -0.04
C 2.69 0.60 1.10
C 4.03 0.26 1.23
C 4.97 0.64 0.26
Br 6.77 0.14 0.39
C 4.52 1.41 -0.85
C 3.15 1.72 -0.98
H -4.52 2.37 1.01
H -3.41 3.75 0.85
H -3.61 2.63 -0.52
H -2.21 2.13 2.17
H -2.68 0.77 1.08
H 0.53 1.80 -1.29
H 1.97 0.31 1.86
H 4.37 -0.30 2.10
H 5.26 1.76 -1.58
H 2.82 2.30 -1.85
C -2.38 -4.13 -0.87
C -0.97 -4.11 -0.89
C -0.37 -2.85 -0.80
N -1.16 -1.84 -0.71
C -2.45 -1.75 -0.67
C -3.15 -2.96 -0.76
H -2.89 -5.07 -0.95
H -0.35 -4.99 -0.97
H 0.71 -2.69 -0.80
H -2.90 -0.77 -0.57
H -4.23 -2.94 -0.73
*
```

Values from the calculation:
E_HOMO: -8.50 eV
ΔE to the lowest compared entry with this formula, charge and spin: 0.0 kJ/mol

=====

Below is a single C2H8N2OSi molecule, with properties calculated with ωB97M-V with the def2-TZVPD basis set.

Geometry as ORCA input:
```
! RIJCOSX wB97M-V def2-TZVPD def2/J DEFGRID3
* xyz 0 1
C 2.24 -0.65 0.51
C 1.34 0.22 -0.03
Si -0.55 0.20 -0.34
N -1.54 -0.34 -1.73
N -0.98 -0.69 1.06
O -1.02 1.80 -0.32
H 3.10 -0.26 1.01
H 1.97 -1.69 0.59
H 1.72 1.29 -0.18
H -2.28 0.28 -2.04
H -1.17 -0.95 -2.39
H -0.24 -1.01 1.77
H -1.76 -0.45 1.52
H -0.86 2.25 0.57
*
```

Values from the calculation:
E_HOMO: -9.25 eV
ΔE to the lowest compared entry with this formula, charge and spin: 12.5 kJ/mol

=====

Below is C34H68GeN6O3P2PbSi3 as an isolated structure, with properties calculated with ωB97M-V with the def2-TZVPD basis set.

Geometry as ORCA input:
```
! RIJCOSX wB97M-V def2-TZVPD def2/J DEFGRID3
* xyz 1 2
Pb -0.04 -0.66 -0.65
C -1.87 -1.33 -4.47
C -2.97 -1.61 -3.44
C -3.74 -2.85 -3.88
P -2.25 -1.65 -1.70
C -3.68 -1.19 -0.37
C -5.05 -1.82 -0.56
C -3.24 -1.35 1.05
C -1.59 -3.36 -1.38
C -2.45 -4.44 -1.27
C -2.01 -5.71 -0.92
C -0.67 -5.91 -0.65
C 0.23 -4.85 -0.75
C -0.16 -3.57 -1.15
N 0.78 -2.51 -1.30
C 2.18 -2.69 -1.09
C 2.89 -3.56 -1.92
C 4.25 -3.79 -1.76
C 4.94 -3.13 -0.75
C 4.28 -2.21 0.05
C 2.93 -1.93 -0.11
P 2.08 -0.58 0.91
C 3.08 1.28 0.81
C 4.89 1.31 1.03
C 2.77 2.01 -0.42
C 1.94 -1.18 2.59
C 1.12 -2.52 2.65
C 3.21 -1.38 3.42
H -2.30 -1.23 -5.47
H -1.33 -0.42 -4.26
H -1.14 -2.15 -4.50
H -3.65 -0.77 -3.48
H -3.08 -3.72 -3.97
H -4.55 -3.11 -3.20
H -4.18 -2.68 -4.86
H -3.85 0.05 -0.51
H -5.03 -2.89 -0.38
H -5.76 -1.39 0.15
H -5.46 -1.63 -1.55
H -3.08 -2.40 1.32
H -2.30 -0.83 1.20
H -4.02 -0.95 1.68
H -3.51 -4.31 -1.46
H -2.71 -6.53 -0.85
H -0.31 -6.88 -0.34
H 1.26 -5.04 -0.50
H 2.35 -4.09 -2.71
H 4.75 -4.49 -2.40
H 6.00 -3.32 -0.61
H 4.86 -1.70 0.82
H 2.53 2.03 1.83
H 5.41 0.90 0.15
H 5.24 2.34 1.13
H 5.24 0.77 1.89
H 3.18 1.51 -1.31
H 1.71 2.08 -0.51
H 3.25 3.24 -0.42
H 1.25 -0.24 3.19
H 1.68 -3.35 2.20
H 0.91 -2.79 3.70
H 0.16 -2.44 2.14
H 3.89 -2.10 2.97
H 3.76 -0.46 3.59
H 2.95 -1.76 4.42
N 1.49 -0.01 -2.11
N 0.95 0.92 -3.06
C -0.44 1.18 -3.02
N -0.80 1.86 -4.16
N -1.19 0.76 -2.06
N -2.58 1.02 -2.12
O -3.39 0.03 -1.65
O -3.03 2.09 -2.54
H 2.27 0.41 -1.61
H 1.89 -0.84 -2.57
H 1.29 0.82 -4.01
H -0.14 2.59 -4.41
H -1.73 2.26 -4.10
O -0.86 -1.31 0.96
C 2.16 3.86 -1.17
Si 0.35 3.97 -0.43
C 0.21 5.55 0.58
C -0.79 4.09 -1.89
Ge -0.22 1.96 1.05
Si -2.47 2.18 1.98
C -2.97 0.62 2.95
C -2.55 3.66 3.13
C -3.74 2.44 0.63
Si 1.35 1.67 2.91
C 3.29 1.24 2.15
C 0.79 0.20 4.08
C 1.43 3.22 3.96
H 2.36 4.74 -1.83
H 2.27 2.97 -1.75
H 2.93 3.97 -0.18
H 0.45 6.42 -0.05
H 0.90 5.52 1.42
H -0.81 5.66 0.95
H -0.49 4.96 -2.50
H -1.81 4.24 -1.55
H -0.75 3.21 -2.50
H -2.30 0.48 3.80
H -2.93 -0.33 2.25
H -4.00 0.75 3.32
H -1.85 3.53 3.96
H -3.57 3.76 3.53
H -2.30 4.58 2.59
H -3.73 1.62 -0.07
H -3.55 3.37 0.09
H -4.74 2.50 1.09
H 3.28 0.11 1.36
H 3.97 1.10 2.97
H 3.71 2.29 1.41
H 0.74 -1.03 3.21
H -0.17 0.42 4.55
H 1.53 0.07 4.87
H 1.76 4.07 3.35
H 2.14 3.08 4.78
H 0.45 3.44 4.38
*
```

Values from the calculation:
E_HOMO (alpha / beta): -8.30 / -8.51 eV
⟨S²⟩: 0.757